No. 1
142
Properties=species:S:1:pos:R:3:lowdin_charge:R:1 method="wB97M-V/def2-TZVPD" lumo_energy_ha=0.023 smiles="O=C1CCCO1.C1CCOC1.C1CCOC1.C1CCOC1.C1CCOC1.C1CCOC1.C1CCOC1.C1CCOC1.C1CCOC1.C1CCOC1.C1CCOC1" multiplicity=1 charge=0 de_lowest_kj_mol=0.0
O 5.470 -6.608 5.544 0.09
C 5.258 -6.057 4.497 -0.49
C 3.917 -5.569 3.990 -0.04
C 4.373 -4.501 2.968 -0.11
C 5.730 -5.013 2.502 -0.13
O 6.216 -5.725 3.648 0.03
H 3.417 -6.414 3.515 0.11
H 3.304 -5.171 4.791 0.09
H 3.686 -4.471 2.122 0.10
H 4.470 -3.548 3.486 0.10
H 5.629 -5.641 1.625 0.09
H 6.449 -4.212 2.353 0.10
C 8.813 -2.768 3.657 -0.17
C 8.634 -2.307 5.107 -0.14
C 7.078 -2.310 5.185 -0.17
O 6.605 -2.213 3.828 -0.17
C 7.728 -1.962 2.981 -0.20
H 8.592 -3.837 3.657 0.11
H 9.781 -2.603 3.176 0.12
H 9.003 -1.292 5.252 0.11
H 9.092 -3.009 5.800 0.09
H 6.763 -1.543 5.892 0.11
H 6.743 -3.300 5.500 0.11
H 7.928 -0.886 3.038 0.13
H 7.564 -2.321 1.966 0.10
C 6.037 -10.633 7.059 -0.16
C 6.940 -9.411 6.923 -0.16
C 7.212 -9.386 5.425 -0.21
O 7.209 -10.745 5.007 -0.13
C 6.136 -11.353 5.728 -0.20
H 5.015 -10.387 7.358 0.09
H 6.398 -11.276 7.866 0.11
H 7.905 -9.694 7.358 0.10
H 6.588 -8.479 7.356 0.10
H 8.124 -8.880 5.123 0.10
H 6.385 -8.833 4.954 0.11
H 6.353 -12.417 5.846 0.12
H 5.208 -11.326 5.142 0.11
C 3.566 -7.269 9.061 -0.18
C 3.290 -8.585 9.725 -0.17
C 2.339 -9.333 8.784 -0.17
O 2.227 -8.468 7.634 -0.15
C 3.371 -7.621 7.597 -0.21
H 4.538 -6.821 9.287 0.11
H 2.862 -6.462 9.285 0.11
H 2.852 -8.455 10.721 0.11
H 4.199 -9.139 9.979 0.11
H 1.343 -9.448 9.205 0.12
H 2.727 -10.300 8.456 0.11
H 3.143 -6.757 6.970 0.10
H 4.244 -8.072 7.117 0.09
C 0.417 -5.179 5.860 -0.18
C -0.059 -6.589 5.541 -0.16
C 0.657 -6.818 4.221 -0.20
O 0.570 -5.560 3.549 -0.14
C 0.340 -4.504 4.489 -0.19
H 1.419 -5.172 6.292 0.08
H -0.235 -4.718 6.607 0.11
H -1.150 -6.558 5.518 0.12
H 0.244 -7.260 6.348 0.10
H 0.158 -7.602 3.647 0.12
H 1.688 -7.147 4.365 0.10
H -0.619 -4.006 4.352 0.12
H 1.179 -3.804 4.449 0.10
C 3.991 -1.531 7.486 -0.15
C 4.841 -2.583 8.178 -0.15
C 4.411 -3.923 7.545 -0.17
O 3.500 -3.576 6.503 -0.16
C 3.677 -2.212 6.161 -0.20
H 4.619 -0.654 7.310 0.11
H 3.070 -1.211 7.968 0.11
H 4.634 -2.624 9.249 0.11
H 5.899 -2.395 8.011 0.10
H 3.936 -4.609 8.239 0.10
H 5.300 -4.387 7.105 0.10
H 2.773 -1.854 5.661 0.12
H 4.457 -2.084 5.400 0.09
C 3.573 -5.461 -1.343 -0.16
C 3.802 -5.884 -2.780 -0.15
C 3.973 -7.390 -2.638 -0.21
O 3.088 -7.784 -1.601 -0.13
C 2.878 -6.675 -0.709 -0.17
H 2.971 -4.581 -1.109 0.10
H 4.542 -5.303 -0.856 0.09
H 4.642 -5.329 -3.200 0.10
H 2.930 -5.667 -3.400 0.12
H 4.994 -7.696 -2.386 0.11
H 3.719 -7.799 -3.619 0.12
H 3.312 -6.972 0.249 0.10
H 1.815 -6.447 -0.610 0.12
C 7.328 -3.951 -2.174 -0.17
C 7.806 -5.377 -2.430 -0.14
C 7.555 -6.043 -1.066 -0.18
O 6.989 -5.064 -0.170 -0.18
C 7.391 -3.791 -0.682 -0.21
H 6.288 -3.799 -2.475 0.10
H 7.864 -3.162 -2.707 0.12
H 8.849 -5.458 -2.724 0.11
H 7.189 -5.858 -3.189 0.10
H 8.491 -6.389 -0.615 0.12
H 6.914 -6.922 -1.126 0.09
H 8.373 -3.572 -0.245 0.12
H 6.723 -2.966 -0.421 0.11
C 4.892 -9.240 1.849 -0.15
C 6.159 -8.464 1.540 -0.15
C 7.038 -9.546 0.806 -0.19
O 6.445 -10.785 1.077 -0.12
C 5.382 -10.663 2.011 -0.19
H 4.226 -9.250 0.982 0.11
H 4.352 -8.846 2.712 0.11
H 6.748 -8.097 2.383 0.10
H 5.958 -7.595 0.914 0.07
H 8.082 -9.437 1.099 0.11
H 6.950 -9.295 -0.258 0.10
H 5.724 -10.902 3.027 0.09
H 4.644 -11.425 1.752 0.12
C 10.989 -6.644 7.117 -0.15
C 9.842 -7.394 6.433 -0.16
C 8.953 -6.257 5.917 -0.20
O 9.873 -5.239 5.551 -0.15
C 10.892 -5.211 6.534 -0.20
H 11.939 -7.155 6.976 0.11
H 10.799 -6.605 8.191 0.10
H 9.333 -7.953 7.216 0.09
H 10.169 -8.041 5.622 0.11
H 8.192 -5.958 6.649 0.12
H 8.379 -6.543 5.034 0.10
H 10.762 -4.466 7.324 0.11
H 11.804 -4.938 5.996 0.12
C 1.657 -0.815 0.633 -0.16
C 2.557 -1.872 1.222 -0.18
C 3.716 -1.891 0.218 -0.20
O 3.023 -1.801 -1.018 -0.15
C 1.995 -0.849 -0.877 -0.20
H 1.877 0.169 1.057 0.11
H 0.594 -0.939 0.847 0.11
H 2.064 -2.831 1.382 0.11
H 2.966 -1.611 2.206 0.11
H 4.327 -2.788 0.306 0.10
H 4.361 -1.012 0.343 0.13
H 1.129 -1.064 -1.506 0.12
H 2.357 0.121 -1.249 0.11

---

No. 2
101
Properties=species:S:1:pos:R:3:lowdin_charge:R:1 method="wB97M-V/def2-TZVPD" lumo_energy_ha=0.004 smiles="O=C(OCCCF)OC(=O)C(F)(F)C(F)(F)C(F)(F)C(=O)O.O=C1CCCO1.O=C1CCCO1.O=C1CCCO1.O=C1CCCO1.O=C1CCCO1.O=C1CCCO1" multiplicity=1 charge=0
O -0.244 0.284 2.096 0.20
C 0.768 0.455 1.473 -0.52
O 1.906 -0.180 1.735 0.05
C 1.893 -1.521 1.234 -0.15
C 3.311 -2.056 1.264 -0.11
C 3.502 -3.161 0.238 -0.18
F 2.283 -3.650 -0.215 -0.05
O 0.833 1.399 0.450 0.15
C 0.209 1.068 -0.713 -0.33
O -0.931 0.698 -0.803 0.19
C 1.041 1.324 -1.995 -0.34
F 0.294 1.051 -3.068 0.16
F 1.270 2.660 -2.002 0.14
C 2.430 0.606 -2.118 -0.34
F 2.871 0.170 -0.934 0.17
F 3.308 1.528 -2.552 0.16
C 2.501 -0.555 -3.151 -0.37
F 3.701 -1.147 -2.969 0.15
F 2.491 -0.040 -4.386 0.17
C 1.459 -1.686 -3.037 -0.39
O 1.570 -2.630 -3.775 0.18
O 0.477 -1.503 -2.152 0.10
H 1.520 -1.562 0.219 0.10
H 1.265 -2.162 1.842 0.14
H 4.002 -1.245 1.064 0.12
H 3.515 -2.412 2.268 0.12
H 4.059 -3.995 0.631 0.09
H 4.064 -2.796 -0.615 0.11
H 0.377 -2.276 -1.549 0.11
O -0.286 -4.056 -1.662 0.12
C -1.291 -4.314 -2.262 -0.46
C -1.877 -3.568 -3.443 -0.07
C -3.303 -4.114 -3.499 -0.15
C -3.124 -5.510 -2.916 -0.15
O -2.049 -5.385 -1.967 0.05
H -1.299 -3.825 -4.332 0.14
H -1.838 -2.496 -3.278 0.12
H -3.742 -4.120 -4.494 0.12
H -3.950 -3.522 -2.849 0.12
H -2.833 -6.242 -3.671 0.13
H -4.008 -5.872 -2.398 0.13
O 3.149 5.289 4.962 0.12
C 2.161 4.871 4.438 -0.48
C 1.425 5.441 3.242 -0.08
C 0.082 4.735 3.309 -0.15
C 0.448 3.416 3.967 -0.15
O 1.545 3.728 4.847 0.02
H 1.976 5.189 2.335 0.13
H 1.334 6.519 3.327 0.13
H -0.394 4.610 2.341 0.09
H -0.600 5.293 3.955 0.12
H 0.785 2.672 3.243 0.12
H -0.369 2.997 4.547 0.11
O 4.607 -6.400 0.520 0.13
C 4.744 -6.407 -0.666 -0.48
C 5.095 -7.590 -1.547 -0.07
C 5.518 -6.918 -2.852 -0.15
C 4.698 -5.635 -2.822 -0.14
O 4.567 -5.301 -1.429 0.00
H 4.202 -8.204 -1.670 0.13
H 5.888 -8.179 -1.097 0.12
H 5.342 -7.518 -3.742 0.11
H 6.582 -6.678 -2.813 0.12
H 3.698 -5.770 -3.238 0.13
H 5.184 -4.810 -3.337 0.13
O 0.668 6.720 0.313 0.13
C -0.317 6.286 -0.204 -0.47
C -1.056 6.854 -1.401 -0.07
C -2.397 6.127 -1.338 -0.15
C -2.016 4.816 -0.674 -0.16
O -0.924 5.137 0.207 -0.01
H -0.494 6.605 -2.302 0.13
H -1.154 7.932 -1.313 0.13
H -2.878 5.991 -2.305 0.12
H -3.085 6.680 -0.697 0.12
H -1.667 4.071 -1.394 0.12
H -2.827 4.388 -0.088 0.12
O 0.530 -1.473 4.709 0.13
C -0.158 -1.067 5.593 -0.48
C -0.993 0.197 5.595 -0.07
C -1.311 0.385 7.077 -0.15
C -1.297 -1.053 7.582 -0.16
O -0.330 -1.732 6.763 0.03
H -1.891 0.022 5.001 0.14
H -0.427 1.020 5.177 0.09
H -2.249 0.900 7.272 0.11
H -0.511 0.952 7.555 0.12
H -2.264 -1.546 7.455 0.12
H -0.995 -1.135 8.623 0.12
O -6.883 5.120 -2.115 0.13
C -6.279 4.114 -2.328 -0.49
C -6.506 2.748 -1.709 -0.07
C -5.214 2.008 -2.050 -0.15
C -4.795 2.691 -3.345 -0.15
O -5.265 4.047 -3.228 0.01
H -7.378 2.296 -2.183 0.13
H -6.672 2.837 -0.640 0.12
H -5.328 0.931 -2.153 0.11
H -4.467 2.193 -1.276 0.11
H -5.262 2.241 -4.224 0.13
H -3.717 2.702 -3.487 0.12

---

| no. | HOMO level (Eh) |
| --- | --- |
| 1 | -0.3348 |
| 2 | -0.3575 |